{
  "formula": "C33H83N9O30",
  "method": "ωB97M-V/def2-TZVPD",
  "elements": ["C", "O", "C", "C", "O", "C", "C", "O", "C", "H", "H", "H", "H", "H", "H", "H", "H", "H", "H", "H", "H", "H", "H", "C", "O", "C", "C", "O", "C", "C", "O", "C", "H", "H", "H", "H", "H", "H", "H", "H", "H", "H", "H", "H", "H", "H", "C", "O", "C", "C", "O", "C", "C", "O", "C", "H", "H", "H", "H", "H", "H", "H", "H", "H", "H", "H", "H", "H", "H", "C", "O", "C", "C", "O", "C", "C", "O", "C", "H", "H", "H", "H", "H", "H", "H", "H", "H", "H", "H", "H", "H", "H", "C", "N", "O", "O", "H", "H", "H", "C", "N", "O", "O", "H", "H", "H", "C", "N", "O", "O", "H", "H", "H", "C", "N", "O", "O", "H", "H", "H", "C", "N", "O", "O", "H", "H", "H", "C", "N", "O", "O", "H", "H", "H", "C", "N", "O", "O", "H", "H", "H", "C", "N", "O", "O", "H", "H", "H", "C", "N", "O", "O", "H", "H", "H"],
  "positions_angstrom": [[-3.09, 3.32, 5.87], [-2.19, 2.50, 5.26], [-2.35, 1.09, 5.51], [-1.41, 0.25, 4.64], [-1.92, -1.08, 4.70], [-1.36, -1.88, 3.70], [-2.09, -1.55, 2.38], [-3.46, -1.87, 2.46], [-4.27, -1.06, 1.61], [-4.13, 3.01, 5.68], [-3.06, 4.36, 5.58], [-2.86, 3.34, 6.99], [-3.32, 0.87, 5.16], [-2.28, 0.85, 6.57], [-0.36, 0.25, 4.83], [-1.47, 0.69, 3.62], [-1.44, -2.97, 3.92], [-0.30, -1.69, 3.55], [-1.62, -2.19, 1.59], [-1.89, -0.50, 2.03], [-4.04, -1.18, 0.55], [-4.15, -0.04, 2.01], [-5.33, -1.32, 1.78], [0.65, 4.66, -1.38], [-0.67, 4.14, -1.62], [-1.30, 5.08, -2.52], [-2.38, 4.46, -3.27], [-1.79, 3.52, -4.23], [-2.75, 2.98, -5.09], [-2.92, 3.86, -6.28], [-3.43, 5.14, -5.86], [-3.39, 6.05, -6.95], [1.23, 4.72, -2.32], [1.14, 3.98, -0.61], [0.64, 5.66, -1.00], [-0.61, 5.41, -3.26], [-1.64, 5.96, -1.94], [-2.82, 5.30, -3.82], [-3.14, 3.94, -2.74], [-3.65, 2.79, -4.55], [-2.28, 2.09, -5.52], [-3.59, 3.41, -7.04], [-2.00, 3.98, -6.76], [-4.31, 5.96, -7.55], [-2.46, 5.85, -7.49], [-3.43, 7.03, -6.51], [-2.69, 1.04, -1.37], [-3.42, -0.09, -1.81], [-4.28, 0.09, -2.91], [-4.94, -1.13, -3.30], [-4.18, -2.12, -3.99], [-4.09, -2.03, -5.36], [-3.31, -3.26, -5.82], [-3.35, -3.54, -7.23], [-2.39, -2.77, -7.92], [-2.32, 1.69, -2.17], [-1.82, 0.64, -0.85], [-3.35, 1.59, -0.63], [-3.66, 0.48, -3.70], [-5.15, 0.77, -2.67], [-5.86, -0.96, -3.87], [-5.29, -1.62, -2.42], [-3.53, -1.19, -5.77], [-5.09, -2.06, -5.87], [-3.75, -4.13, -5.34], [-2.27, -3.16, -5.41], [-2.46, -1.69, -7.57], [-2.63, -2.76, -8.97], [-1.37, -3.10, -7.80], [4.34, -4.21, 2.73], [3.71, -3.08, 3.26], [2.94, -3.25, 4.42], [2.34, -1.94, 4.78], [3.39, -1.09, 5.20], [2.99, 0.27, 5.36], [4.11, 0.79, 6.26], [3.72, 0.54, 7.60], [4.74, 0.25, 8.51], [5.12, -3.88, 2.00], [3.73, -4.78, 2.06], [4.82, -4.85, 3.47], [3.51, -3.51, 5.29], [2.20, -4.03, 4.28], [1.61, -2.11, 5.58], [1.79, -1.50, 3.94], [2.08, 0.31, 5.91], [2.92, 0.75, 4.39], [4.35, 1.85, 6.04], [5.02, 0.26, 6.02], [4.23, -0.20, 9.42], [5.29, 1.13, 8.73], [5.35, -0.61, 8.05], [-0.71, -5.59, 1.56], [0.61, -5.18, 2.13], [0.83, -4.02, 2.25], [1.35, -6.07, 2.48], [-1.52, -5.26, 2.25], [-0.73, -6.66, 1.44], [-0.77, -5.09, 0.58], [3.76, -1.44, -2.50], [3.46, -2.13, -3.76], [3.33, -3.33, -3.76], [3.35, -1.45, -4.81], [2.92, -0.84, -2.26], [4.70, -0.94, -2.59], [3.90, -2.20, -1.70], [2.59, 4.36, 3.19], [2.58, 2.84, 3.02], [3.64, 2.30, 2.79], [1.51, 2.29, 3.13], [3.53, 4.80, 3.57], [1.75, 4.68, 3.86], [2.26, 4.75, 2.23], [3.04, -6.07, -1.78], [2.12, -5.18, -0.95], [0.98, -5.61, -0.87], [2.51, -4.13, -0.49], [4.02, -5.75, -1.63], [2.79, -5.82, -2.83], [2.69, -7.06, -1.58], [5.64, -0.83, 2.41], [5.92, -1.46, 1.05], [7.07, -1.74, 0.79], [5.02, -1.63, 0.29], [4.94, -1.46, 2.95], [5.24, 0.12, 2.09], [6.61, -0.74, 2.92], [-2.00, 3.86, 1.25], [-1.19, 5.10, 1.35], [-0.01, 4.99, 1.56], [-1.75, 6.13, 1.04], [-1.71, 3.50, 0.27], [-3.06, 4.20, 1.32], [-1.79, 3.25, 2.09], [1.79, -0.49, 1.21], [1.32, 0.62, 0.36], [0.19, 1.01, 0.61], [2.01, 1.04, -0.51], [2.55, -1.06, 0.77], [0.96, -1.15, 1.42], [2.14, -0.10, 2.15], [-1.32, -2.45, -1.38], [-0.05, -2.05, -1.99], [0.37, -0.94, -1.79], [0.58, -2.96, -2.52], [-1.92, -1.56, -1.21], [-0.99, -2.87, -0.43], [-1.95, -3.19, -1.86], [1.30, 1.55, -4.13], [0.03, 1.25, -4.88], [0.05, 1.48, -6.04], [-0.88, 0.75, -4.25], [1.62, 2.50, -4.53], [1.97, 0.76, -4.48], [1.00, 1.48, -3.11]],
  "e_homo_ev": -9.6,
  "largest_force_ev_per_a": 3.0,
  "orbital_gap_ev": 9.7,
  "total_energy_ev": -110369.827,
  "e_lumo_ev": 0.10,
  "spin_multiplicity": 1
}